The following is a quantum chemistry calculation of 2 unconnected molecules or ions with the total composition C5H8N4O2 at a distorted geometry, from OMol25.

Geometry (Å):
H 0.84 2.15 0.75
O -2.02 -0.92 2.26
O -0.82 0.61 3.48
H 2.24 0.61 -1.30
N 0.32 1.96 -0.06
C -1.37 -0.89 -1.26
N -1.40 0.30 -0.49
H 2.45 -1.07 -1.54
N 2.16 -0.31 -0.78
N 0.46 -0.43 1.00
H 1.25 0.10 1.45
C -0.08 -1.31 -1.29
C -1.36 -0.22 2.85
H 0.84 2.19 -0.89
H -2.16 -1.23 -1.79
C 0.78 -0.52 -0.43
H 0.31 -2.23 -1.91
H -2.29 0.63 -0.08
C -0.16 0.58 0.01

Summary:
Highest occupied orbital energy: -8.320 eV
SMILES: N[C@@]12NC=C[C@]1(N)N2.O=C=O
Calculated total energy: -564.78113 Ha
ΔE to the lowest compared entry with this formula, charge and spin: 2.7416 eV
Largest force on an atom: 0.0889 hartree/bohr
LUMO: 0.7 eV
Total charge: 0
Kohn-Sham gap: 9.053 eV

Results of the Löwdin charge analysis, in e, for atoms 1 through 6: 0.047 0.209 0.174 0.082 0.131 -0.059